1.
DFT (the ωB97M-V functional and the def2-TZVPD basis) results for a structure of composition C40H26BrF15GeN6O4ReS2.

Cartesian coordinates (Å):
Re (-0.43978, 0.37532, -0.99633)
O (0.86781, 4.22358, -1.45648)
C (-0.13747, 4.92644, -1.99765)
C (0.01393, 6.30610, -2.17536)
C (-0.99764, 7.04852, -2.74193)
C (-2.17668, 6.42985, -3.14065)
C (-2.34683, 5.06499, -2.94774)
C (-1.34112, 4.30268, -2.37529)
C (-1.55412, 2.82370, -2.07605)
O (-0.40727, 2.07562, -2.15801)
N (-2.09424, 2.71564, -0.70845)
N (-1.97940, 1.52165, -0.12056)
C (-2.61114, 1.23164, 0.97261)
C (-2.45989, 0.00503, 1.66478)
Br (-1.27131, -1.27196, 0.79635)
C (-2.98474, -0.35438, 2.86362)
C (-3.96235, 0.35575, 3.64442)
C (-3.89174, 0.25768, 5.04444)
C (-4.82237, 0.88652, 5.84536)
C (-5.87214, 1.59265, 5.26789)
C (-5.96380, 1.69050, 3.88365)
C (-5.02429, 1.07914, 3.07857)
H (0.64778, 3.27564, -1.61307)
H (0.93700, 6.75797, -1.85374)
H (-0.87087, 8.11113, -2.87242)
H (-2.96819, 7.01143, -3.58386)
H (-3.27550, 4.59962, -3.24280)
H (-2.30974, 2.42015, -2.78527)
H (-2.86463, 3.32665, -0.45378)
H (-3.27020, 1.96618, 1.42741)
H (-2.62182, -1.26782, 3.31616)
H (-3.07749, -0.29043, 5.49070)
H (-4.73376, 0.81897, 6.91975)
H (-6.62166, 2.05187, 5.89321)
H (-6.78360, 2.23279, 3.43479)
H (-5.15473, 1.08224, 2.00774)
N (-2.48073, -2.21461, -4.15302)
C (-3.58787, -1.82314, -3.25224)
C (-2.97609, -0.89158, -2.16013)
O (-3.62230, -0.49962, -1.21598)
O (-1.75105, -0.62768, -2.40955)
H (-2.67377, -2.02446, -5.13960)
H (-2.19821, -3.19286, -4.04760)
H (-1.69135, -1.59123, -3.78302)
H (-4.06098, -2.67641, -2.76970)
H (-4.35840, -1.26177, -3.77823)
C (0.17902, 3.58302, 4.16655)
C (0.90091, 2.27383, 3.83354)
C (1.13643, 2.09238, 2.38474)
N (0.38734, 1.44006, 1.58120)
N (0.84299, 1.35414, 0.32101)
C (2.00946, 1.97156, 0.13723)
N (2.69483, 1.95534, -1.00455)
S (2.57585, 2.73837, 1.58238)
H (0.15394, 3.69440, 5.24482)
H (-0.84159, 3.56969, 3.79166)
H (0.70204, 4.44255, 3.75426)
H (0.31139, 1.42933, 4.19382)
H (1.86548, 2.25143, 4.34337)
H (2.26533, 1.53888, -1.82268)
H (3.49040, 2.56240, -1.12897)
F (2.26977, -3.66390, 1.81615)
C (1.35763, -4.24249, 1.04086)
C (1.12072, -3.71747, -0.21737)
C (0.15611, -4.33220, -0.99251)
F (-0.09007, -3.80522, -2.21645)
C (-0.56086, -5.43773, -0.56309)
F (-1.49268, -5.97822, -1.34948)
C (-0.29428, -5.96620, 0.70133)
F (-0.95145, -7.03039, 1.12946)
C (0.66525, -5.35698, 1.51122)
F (0.91436, -5.83410, 2.72149)
Ge (2.27872, -2.37393, -1.14151)
S (1.25355, -0.75395, -2.25000)
C (3.38420, -3.51612, -2.33055)
C (4.27073, -4.34912, -1.67013)
F (4.18459, -4.35541, -0.32756)
C (5.21342, -5.12052, -2.33122)
F (6.06917, -5.87868, -1.66226)
C (5.24855, -5.07637, -3.72717)
F (6.14080, -5.78942, -4.38922)
C (4.32991, -4.28820, -4.41919)
F (4.33875, -4.26715, -5.74586)
C (3.41297, -3.51634, -3.71086)
F (2.52426, -2.76265, -4.36490)
C (3.51340, -1.47407, 0.13861)
C (3.01854, -0.99685, 1.33395)
F (1.68940, -1.09958, 1.52863)
C (3.82404, -0.38921, 2.28249)
F (3.29728, 0.08794, 3.41228)
C (5.18820, -0.25574, 2.02345)
F (5.97113, 0.33199, 2.91365)
C (5.71219, -0.71038, 0.81162)
F (6.99722, -0.54974, 0.53845)
C (4.86050, -1.30241, -0.11615)
F (5.33491, -1.70628, -1.29945)

Forces on atoms 1 to 2 (eV/Å):
Re 0.3823 0.7812 -1.7551
O 0.6135 -0.7823 0.3841

The total charge is +2. The spin multiplicity is 2. For the energy above the lowest of the compared OMol25 structures with the same formula, charge and spin, the calculation gives 18.33 kcal per mole. Its electronic energy is -250137.4538 eV. Its orbital gap (alpha / beta) is 4.62 / 4.96 eV. The calculation puts the HOMO energy (alpha / beta) at -12.61 / -12.61 eV.

Löwdin population analysis, charges in e, atoms 1 to 4: 1.21 0.04 -0.26 0.01


2.
DFT (the ωB97M-V functional and the def2-TZVPD basis) results for a structure of composition C40H27Br2CdN4O5Te.

Cartesian coordinates (Å):
Cd (6.39986, 5.91301, 21.32979)
C (11.15698, 3.12757, 18.06238)
C (9.90564, 2.74767, 18.60419)
C (9.21426, 3.61439, 19.42881)
C (9.69819, 4.93114, 19.64290)
C (10.91811, 5.31452, 19.15484)
C (11.67257, 4.36927, 18.43444)
N (8.81121, 5.95483, 20.13053)
N (9.17774, 7.11752, 19.82724)
C (8.30030, 8.17392, 20.16918)
C (8.72677, 9.48024, 19.75411)
C (8.05012, 10.60378, 20.14416)
C (6.92409, 10.44764, 20.97875)
C (6.52396, 9.15043, 21.35507)
C (7.18009, 7.95133, 20.95418)
H (11.75601, 2.42522, 17.56304)
H (9.50355, 1.81640, 18.31641)
H (8.20982, 3.37444, 19.74905)
H (11.20535, 6.34681, 19.33228)
H (12.72682, 4.55511, 18.14490)
H (9.40112, 9.49034, 18.90485)
H (8.39571, 11.55833, 19.85710)
H (6.31789, 11.30746, 21.32016)
H (5.69562, 9.09049, 22.01313)
O (5.14286, 5.46243, 23.23036)
C (5.13362, 4.57983, 24.12515)
C (6.25244, 3.74029, 24.44463)
C (6.09157, 2.79216, 25.39505)
C (7.19785, 2.01311, 25.77565)
C (8.43447, 2.08967, 25.22187)
C (8.62784, 3.11447, 24.26773)
C (7.53855, 3.89317, 23.79690)
O (7.73018, 4.57634, 22.72596)
N (7.20386, 1.07231, 26.82672)
O (8.28745, 0.39908, 26.98205)
O (6.14982, 0.92452, 27.49705)
H (4.24698, 4.39261, 24.78752)
H (5.09435, 2.67815, 25.93577)
H (9.30806, 1.41080, 25.51983)
H (9.60075, 3.37158, 23.88582)
Br (6.02842, 2.26573, 17.26473)
C (4.69869, 3.37400, 18.09971)
C (3.37830, 3.19418, 17.64430)
C (2.30920, 3.97495, 18.13246)
Br (0.65276, 3.54144, 17.48535)
C (2.57587, 5.06240, 19.05425)
C (1.52484, 5.89652, 19.56722)
C (1.81653, 6.91593, 20.46564)
C (3.13904, 6.92575, 21.00939)
N (4.15347, 6.12167, 20.60121)
C (3.86242, 5.21831, 19.58365)
C (5.05695, 4.39627, 19.07607)
O (6.23015, 4.56484, 19.51961)
H (3.12529, 2.26402, 17.10733)
H (0.49218, 5.88641, 19.16193)
H (1.13240, 7.76210, 20.60790)
H (3.39693, 7.69763, 21.72100)
Te (8.87697, 8.53733, 15.29058)
C (8.00155, 9.62594, 13.73297)
C (8.29396, 10.99253, 13.59285)
C (7.69533, 11.74225, 12.55054)
C (6.80351, 11.05545, 11.67287)
C (6.31802, 9.79333, 12.00211)
C (6.83795, 9.14836, 13.17241)
C (9.83379, 7.21398, 13.98125)
C (9.70706, 7.32488, 12.52666)
C (10.19582, 6.30563, 11.79060)
C (11.05489, 5.32780, 12.34077)
C (11.16710, 5.22578, 13.74842)
C (10.63035, 6.20494, 14.55631)
H (9.09886, 11.39404, 14.18250)
H (7.88984, 12.82906, 12.41777)
H (6.41708, 11.51496, 10.83112)
H (5.62651, 9.22904, 11.31648)
H (6.51804, 8.12415, 13.43710)
H (9.22893, 8.16694, 12.14615)
H (10.09113, 6.32347, 10.71609)
H (11.62230, 4.68586, 11.71418)
H (11.68440, 4.39135, 14.27473)
H (10.76435, 6.24908, 15.65292)

Forces on atoms 1 to 2 (eV/Å):
Cd 1.1216 0.3757 0.0081
C -1.2975 1.0858 2.2123

The total charge is -1. The spin multiplicity is 1. For the energy above the lowest of the compared OMol25 structures with the same formula, charge and spin, the calculation gives 40.32 kcal per mole. Its electronic energy is -210054.1175 eV. Its orbital gap is 6.64 eV. The calculation puts the HOMO energy at -4.88 eV.

Löwdin population analysis, charges in e, atoms 1 to 4: 1.36 -0.09 -0.08 -0.02